A 5-piece molecular cluster, C43H51F2N6O11 overall. Source: OMol25; level of theory: the ωB97M-V functional and the def2-TZVPD basis.

Geometry as XYZ:
```
113
Properties=species:S:1:pos:R:3:lowdin_charge:R:1
C 4.926 -2.888 1.764 -0.12
C 3.795 -3.483 2.737 -0.25
C 2.371 -3.727 2.047 -0.22
N 1.781 -2.528 1.371 0.01
C 0.496 -2.116 1.943 -0.08
C -0.720 -3.069 1.953 -0.03
C -0.771 -4.557 1.388 -0.10
C -1.683 -4.523 0.030 -0.15
F -0.936 -4.931 -1.136 -0.09
C -2.064 -2.526 2.584 0.00
C -3.377 -3.407 2.703 -0.06
C -3.403 -3.948 4.345 -0.14
C -1.966 -3.678 5.179 0.00
O -2.484 -5.106 4.665 -0.18
C -2.110 -1.042 3.122 -0.08
O -3.356 -0.608 3.631 -0.09
C -3.943 0.466 2.839 -0.17
C -4.031 0.197 1.265 -0.21
C -5.072 -0.943 0.821 -0.12
C -0.816 -0.212 3.044 0.00
F -0.846 1.120 3.548 0.06
N 0.413 -0.757 2.485 0.09
C 1.658 0.098 2.458 -0.15
O 1.954 0.604 1.134 -0.15
C 2.291 2.020 1.283 -0.22
C 2.208 2.649 -0.225 -0.06
H 5.019 -3.561 0.847 0.08
H 5.916 -2.864 2.360 0.09
H 4.601 -1.830 1.470 0.07
H 4.172 -4.528 3.069 0.12
H 3.637 -2.894 3.707 0.11
H 1.658 -4.172 2.821 0.12
H 2.497 -4.535 1.226 0.13
H 1.625 -2.677 0.363 0.14
H -1.255 -5.276 2.138 0.13
H 0.232 -4.991 1.065 0.11
H -2.531 -5.284 0.209 0.13
H -2.139 -3.478 -0.134 0.12
H -3.369 -4.375 2.106 0.11
H -4.353 -2.823 2.668 0.09
H -4.427 -3.820 4.953 0.16
H -0.978 -3.901 4.661 0.11
H -2.130 -3.515 6.295 0.11
H -3.424 1.473 3.058 0.13
H -5.033 0.578 3.210 0.15
H -3.037 -0.030 0.751 0.11
H -4.409 1.184 0.791 0.12
H -5.881 -1.174 1.592 0.08
H -4.568 -1.955 0.568 0.07
H -5.559 -0.611 -0.175 0.09
H 2.581 -0.518 2.775 0.15
H 1.572 0.933 3.253 0.15
H 3.353 2.152 1.701 0.14
H 1.507 2.609 1.893 0.12
H 1.579 1.948 -0.870 0.09
H 3.283 2.696 -0.597 0.05
H 1.679 3.659 -0.177 0.09
C 3.974 1.666 -6.422 -0.05
C 4.811 0.876 -5.639 -0.06
C 5.140 1.276 -4.348 0.00
C 4.620 2.470 -3.849 -0.15
C 3.787 3.269 -4.631 0.01
C 3.466 2.862 -5.921 -0.06
N 4.943 2.883 -2.483 -0.34
O 5.692 2.168 -1.831 0.08
O 4.442 3.921 -2.066 0.02
H 3.714 1.348 -7.427 0.12
H 5.205 -0.054 -6.034 0.11
H 5.794 0.652 -3.748 0.12
H 3.382 4.202 -4.252 0.12
H 2.817 3.474 -6.537 0.08
C -2.589 2.417 -3.881 -0.08
C -1.992 1.453 -4.688 -0.07
C -1.035 1.824 -5.626 0.00
C -0.679 3.167 -5.744 -0.14
C -1.278 4.138 -4.944 0.00
C -2.236 3.758 -4.011 -0.07
N 0.347 3.560 -6.713 -0.34
O 0.838 2.683 -7.410 0.06
O 0.658 4.741 -6.766 0.08
H -3.332 2.123 -3.146 0.10
H -2.272 0.410 -4.583 0.11
H -0.577 1.063 -6.249 0.12
H -1.010 5.186 -5.034 0.12
H -2.707 4.506 -3.382 0.11
C 5.512 7.542 -2.203 -0.07
C 6.107 6.577 -3.009 -0.06
C 7.063 6.947 -3.949 0.00
C 7.420 8.289 -4.070 -0.14
C 6.822 9.261 -3.271 0.00
C 5.865 8.882 -2.335 -0.07
N 8.444 8.680 -5.041 -0.35
O 8.933 7.802 -5.738 0.07
O 8.755 9.861 -5.097 0.08
H 4.770 7.249 -1.466 0.11
H 5.827 5.534 -2.902 0.08
H 7.519 6.184 -4.571 0.12
H 7.090 10.308 -3.362 0.12
H 5.396 9.631 -1.706 0.11
C -9.579 -6.696 6.364 -0.06
C -8.978 -7.649 5.547 -0.06
C -8.013 -7.265 4.622 0.00
C -7.654 -5.921 4.528 -0.15
C -8.258 -4.961 5.338 0.00
C -9.224 -5.355 6.257 -0.06
N -6.620 -5.516 3.574 -0.33
O -6.125 -6.380 2.867 0.09
O -6.304 -4.331 3.540 0.03
H -10.329 -7.001 7.088 0.11
H -9.260 -8.693 5.633 0.11
H -7.552 -8.018 3.992 0.12
H -7.988 -3.913 5.267 0.12
H -9.699 -4.616 6.895 0.11
```

total charge	+1
HOMO energy	-11.031	eV
gap between HOMO and LUMO	6.822	eV